1) Below is a cluster of 2 separate species, C4H9O3 in total, with properties calculated with ωB97M-V with the def2-TZVPD basis set.

Summary:
E_HOMO: -3.039 eV
E_LUMO: 3.874 eV

ORCA input file:
```
! RIJCOSX wB97M-V def2-TZVPD def2/J DEFGRID3
* xyz -1 1
O 0.349 -1.587 2.645
C 0.902 -1.361 1.579
C 0.687 -0.181 0.719
C 0.132 -0.518 -0.671
C 0.497 0.685 -1.618
O 1.761 1.070 -1.465
H 1.655 -2.066 1.166
H 1.608 0.327 0.417
H 0.026 0.547 1.190
H 0.703 -1.352 -1.097
H -0.937 -0.775 -0.704
H 0.240 0.305 -2.642
H -0.277 1.482 -1.405
H -2.663 1.141 -0.135
H -1.979 0.894 1.221
O -2.703 1.390 0.798
*
```

***

2) Below is a cluster of 2 separate species, C4H9O3 in total, with properties calculated with ωB97M-V with the def2-TZVPD basis set.

Summary:
E_HOMO: -3.551 eV
E_LUMO: 3.385 eV

ORCA input file:
```
! RIJCOSX wB97M-V def2-TZVPD def2/J DEFGRID3
* xyz -1 1
C 1.662 0.197 -1.852
C 0.952 1.389 -1.277
O 1.071 -0.969 -1.234
H 1.676 0.167 -2.945
H 2.692 0.079 -1.502
H 1.470 1.772 -0.403
H 0.810 -1.674 -1.847
H -0.120 1.179 -1.247
H 0.838 2.295 -1.904
C -1.148 -0.668 2.449
C -2.208 -0.604 1.387
O -2.891 -1.672 1.296
O -2.360 0.471 0.772
H -1.337 -0.098 3.371
H -0.198 -0.188 2.150
H -0.910 -1.677 2.785
*
```

***

3) Below is a cluster of 2 separate species, C4H9O3 in total, with properties calculated with ωB97M-V with the def2-TZVPD basis set.

Summary:
E_HOMO: -4.456 eV
E_LUMO: 3.818 eV

ORCA input file:
```
! RIJCOSX wB97M-V def2-TZVPD def2/J DEFGRID3
* xyz -1 1
O -0.898 0.057 1.953
C -0.034 0.955 1.742
O 0.375 1.841 2.502
C 0.645 0.869 0.328
C -0.314 0.596 -0.855
C 0.466 -0.149 -2.019
H 1.582 0.328 0.311
H 1.006 1.904 0.243
H -0.724 1.514 -1.277
H -1.226 0.048 -0.526
H 0.482 0.090 -3.075
H 1.470 -0.221 -1.597
H 0.092 -1.159 -1.971
H -0.757 -2.219 0.712
H -0.923 -1.871 2.065
O -1.243 -2.583 1.464
*
```

***

List of relative energies, unit hartree: 1) 0.0621; 2) 0.0321; 3) 0.0000

***

1) Below is a structure of composition C12H24F12N2O16S4V, with properties calculated with ωB97M-V with the def2-TZVPD basis set.

Summary:
E_HOMO: -5.554 eV
E_LUMO: -0.258 eV

ORCA input file:
```
! RIJCOSX wB97M-V def2-TZVPD def2/J DEFGRID3
* xyz -1 1
O 2.960 -0.482 -0.478
V 1.468 -0.915 -1.020
O 0.593 0.471 -0.869
C 0.915 4.426 -1.780
C 0.047 3.809 -0.627
C 0.899 3.402 0.560
O 0.185 2.808 1.634
C 0.908 2.418 2.731
N -0.967 4.847 -0.178
H -0.471 5.489 0.424
H -1.457 5.420 -0.850
H -1.597 4.327 0.416
H 1.303 5.412 -1.526
H 0.316 4.453 -2.691
H 1.721 3.762 -2.091
H -0.470 2.976 -1.105
H 1.515 4.205 0.964
H 1.519 2.571 0.222
H 1.134 1.354 2.655
H 0.293 2.654 3.599
H 1.885 2.890 2.830
C -2.334 0.335 0.834
C -3.657 -0.167 1.414
C -4.465 -1.181 0.644
O -5.736 -1.461 1.225
C -6.832 -1.822 0.368
N -3.322 -0.630 2.838
H -4.126 -1.032 3.298
H -2.608 -1.344 2.862
H -3.013 0.163 3.383
H -2.493 0.605 -0.210
H -1.454 -0.300 0.936
H -2.157 1.335 1.230
H -4.370 0.654 1.338
H -3.979 -2.117 0.369
H -4.679 -0.593 -0.248
H -7.307 -0.949 -0.081
H -7.656 -2.249 0.940
H -6.528 -2.493 -0.435
C 4.205 -4.962 -1.750
F 4.704 -5.757 -2.829
F 3.931 -5.882 -0.805
F 5.186 -4.216 -1.276
S 2.630 -3.987 -2.376
O 2.546 -2.727 -1.577
O 3.006 -3.778 -3.788
O 1.537 -4.915 -2.235
C -2.510 -0.979 -3.427
F -2.104 0.191 -3.852
F -3.085 -0.917 -2.180
F -3.456 -1.429 -4.233
S -0.964 -2.071 -3.449
O -0.273 -1.857 -4.744
O -0.089 -1.560 -2.327
O -1.399 -3.498 -3.333
C 4.799 1.796 0.289
F 5.335 0.648 -0.012
F 3.934 2.153 -0.671
F 4.146 1.765 1.382
S 6.189 3.139 0.337
O 7.396 2.486 0.908
O 6.343 3.458 -1.083
O 5.604 4.268 1.073
C 1.496 -3.219 3.004
F 2.307 -4.047 2.415
F 0.884 -3.654 4.094
F 2.070 -2.005 3.155
S 0.137 -2.919 1.657
O -0.976 -2.328 2.398
O 0.720 -2.058 0.601
O -0.235 -4.192 1.112
*
```

***

2) Below is a structure of composition C12H24F12N2O16S4V, with properties calculated with ωB97M-V with the def2-TZVPD basis set.

Summary:
E_HOMO: -4.569 eV
E_LUMO: -1.538 eV

ORCA input file:
```
! RIJCOSX wB97M-V def2-TZVPD def2/J DEFGRID3
* xyz -1 1
O 0.277 1.066 1.979
V 0.805 2.405 2.565
O 0.657 2.390 4.225
C 0.376 -2.782 -4.390
C 1.735 -3.206 -3.797
C 2.376 -2.173 -2.898
O 1.557 -1.898 -1.795
C 1.949 -0.962 -0.736
N 1.498 -4.562 -3.013
H 2.310 -4.966 -2.567
H 0.783 -4.537 -2.300
H 1.250 -5.350 -3.593
H 0.215 -3.489 -5.204
H 0.580 -1.856 -4.926
H -0.418 -2.710 -3.646
H 2.444 -3.562 -4.544
H 2.489 -1.246 -3.460
H 3.322 -2.588 -2.552
H 2.709 -1.503 -0.173
H 1.004 -0.664 -0.281
H 2.456 -0.103 -1.176
C -1.904 -1.424 0.740
C -2.664 -1.220 -0.517
C -2.024 -0.201 -1.575
O -2.553 -0.342 -2.882
C -1.986 0.609 -3.770
N -2.787 -2.521 -1.353
H -3.496 -3.172 -1.046
H -3.072 -2.198 -2.266
H -1.896 -2.996 -1.365
H -0.873 -1.531 0.404
H -2.276 -2.280 1.303
H -1.931 -0.532 1.365
H -3.739 -1.040 -0.525
H -0.941 -0.088 -1.541
H -2.338 0.784 -1.230
H -2.302 0.319 -4.772
H -0.899 0.534 -3.779
H -2.397 1.602 -3.588
C -2.994 4.251 0.544
F -2.324 3.640 -0.423
F -2.302 5.367 0.748
F -4.229 4.489 0.168
S -2.777 3.071 2.070
O -1.332 3.037 2.378
O -3.632 3.644 3.133
O -3.232 1.766 1.570
C 4.890 0.191 2.891
F 6.231 0.127 2.973
F 4.422 -0.312 1.716
F 4.317 -0.486 3.923
S 4.329 2.044 2.975
O 4.837 2.641 1.733
O 2.840 2.038 3.083
O 5.064 2.543 4.188
C -1.577 -1.247 4.839
F -0.884 -0.063 4.562
F -2.447 -1.490 3.829
F -0.928 -2.343 5.205
S -2.766 -0.816 6.348
O -3.251 -2.112 6.857
O -2.036 -0.057 7.336
O -3.813 -0.027 5.741
C 0.889 3.691 -1.771
F 1.152 4.249 -2.908
F 0.144 4.643 -1.063
F 0.259 2.599 -2.066
S 2.475 3.322 -0.653
O 1.997 2.650 0.601
O 3.238 2.384 -1.450
O 3.152 4.565 -0.398
*
```

***

List of relative energies, unit hartree: 1) 0.0000; 2) 0.0955

***

1) Below is a cluster of 2 separate species, C2H3NP2 in total, with properties calculated with ωB97M-V with the def2-TZVPD basis set.

Summary:
E_HOMO: -9.428 eV
E_LUMO: -1.239 eV

ORCA input file:
```
! RIJCOSX wB97M-V def2-TZVPD def2/J DEFGRID3
* xyz 0 1
C -0.198 0.199 -2.193
C 0.079 -0.289 -0.971
N -0.307 0.755 -3.172
P 0.814 0.768 0.125
P 0.339 -0.363 2.113
H -0.183 -1.713 -0.551
H 0.456 0.715 2.891
H -0.999 -0.072 1.759
*
```

***

2) Below is a cluster of 2 separate species, C2H3NP2 in total, with properties calculated with ωB97M-V with the def2-TZVPD basis set.

Summary:
SMILES: N#CC#P.P
E_HOMO: -10.046 eV
E_LUMO: -1.264 eV

ORCA input file:
```
! RIJCOSX wB97M-V def2-TZVPD def2/J DEFGRID3
* xyz 0 1
C 1.072 1.536 -0.065
C 1.440 0.279 -0.172
N 0.723 2.638 0.055
P 2.317 -1.029 -0.154
P -1.339 -0.709 -0.484
H -0.639 0.009 0.527
H -2.611 -0.730 0.216
H -0.964 -1.993 0.076
*
```

***

3) Below is a cluster of 2 separate species, C2H3NP2 in total, with properties calculated with ωB97M-V with the def2-TZVPD basis set.

Summary:
E_HOMO (spin up / spin down): -7.860 / -7.860 eV
E_LUMO (spin up / spin down): -0.350 / -0.349 eV

ORCA input file:
```
! RIJCOSX wB97M-V def2-TZVPD def2/J DEFGRID3
* xyz 0 1
C 1.127 -0.351 -0.636
C -2.730 0.579 -0.882
N 1.462 -0.145 0.500
P -1.511 -0.154 -1.501
P 1.449 0.212 2.043
H 1.683 -0.199 -1.539
H -3.536 1.061 -0.400
H 2.056 -1.002 2.414
*
```

***

List of relative energies, unit hartree: 1) 0.0132; 2) 0.0000; 3) 0.0531

***

1) Below is an isolated molecule of C5H6N2O2S, with properties calculated with ωB97M-V with the def2-TZVPD basis set.

Summary:
SMILES: Cc1nsc(N)c1C(=O)O
E_HOMO: -8.811 eV
E_LUMO: 0.336 eV

ORCA input file:
```
! RIJCOSX wB97M-V def2-TZVPD def2/J DEFGRID3
* xyz 0 1
C -0.240 2.460 -0.068
C 0.666 1.216 -0.113
C 1.164 -1.125 -0.040
C 0.146 -0.117 -0.136
C -1.221 -0.433 0.097
H 0.297 3.461 -0.448
H -1.286 2.249 -0.730
H -0.715 2.500 0.914
H -0.005 -2.694 -0.201
H 1.820 -3.113 0.344
H -2.525 -1.701 0.005
N 1.914 1.329 0.120
N 1.050 -2.448 -0.003
O -1.623 -1.713 -0.091
O -2.125 0.389 0.272
S 2.683 -0.259 0.077
*
```

***

2) Below is an isolated molecule of C5H6N2O2S, with properties calculated with ωB97M-V with the def2-TZVPD basis set.

Summary:
SMILES: O=S1(=O)NCc2c[nH]cc21
E_HOMO: -9.312 eV
E_LUMO: 0.608 eV

ORCA input file:
```
! RIJCOSX wB97M-V def2-TZVPD def2/J DEFGRID3
* xyz 0 1
C -1.501 0.739 -0.920
C -1.660 -0.680 0.825
C -0.224 0.476 -0.561
C -0.336 -0.493 0.624
C 1.181 0.798 -0.914
N -2.353 0.055 -0.091
N 1.956 -0.303 -0.364
O 1.728 -0.064 2.200
O 1.564 -2.284 1.177
S 1.307 -0.879 1.095
H -1.887 1.346 -1.716
H -2.161 -1.289 1.550
H 1.335 0.843 -1.998
H 1.464 1.769 -0.476
H -3.357 0.093 -0.150
H 2.945 -0.128 -0.282
*
```

***

List of relative energies, unit hartree: 1) 0.0000; 2) 0.0202